[1]
{
  "formula": "C41H78BN3O33S",
  "method": "the ωB97M-V functional and the def2-TZVPD basis",
  "species": ["H", "H", "C", "H", "C", "H", "C", "H", "C", "H", "O", "H", "C", "C", "C", "O", "H", "H", "O", "O", "C", "H", "H", "O", "H", "H", "C", "N", "H", "H", "H", "C", "H", "H", "O", "C", "H", "O", "H", "H", "H", "O", "H", "O", "O", "H", "H", "C", "O", "H", "C", "O", "H", "O", "H", "C", "H", "H", "C", "H", "C", "C", "H", "C", "C", "H", "H", "O", "H", "C", "C", "C", "O", "H", "C", "O", "H", "C", "O", "H", "H", "H", "C", "O", "H", "H", "H", "O", "O", "N", "H", "O", "H", "H", "C", "O", "C", "H", "H", "O", "H", "H", "O", "O", "H", "H", "C", "H", "O", "O", "H", "O", "H", "C", "H", "C", "H", "H", "H", "C", "H", "B", "H", "H", "C", "C", "H", "H", "C", "H", "O", "H", "H", "H", "O", "N", "C", "O", "C", "H", "C", "C", "H", "O", "H", "H", "H", "H", "S", "C", "O", "C", "H", "C", "H", "H", "H"],
  "positions_angstrom": [[8.087, -6.820, -15.695], [-4.432, 3.258, -1.484], [-3.241, 1.855, 13.684], [-0.496, 3.941, 5.469], [-2.617, 5.312, 16.766], [-5.556, 4.450, 8.616], [5.835, -1.711, -3.237], [5.471, -2.015, -7.868], [7.776, -2.496, -9.072], [2.923, -2.171, -7.918], [6.782, -3.365, -8.758], [5.216, -3.730, -7.491], [2.876, -2.167, -6.825], [3.787, -6.257, -1.302], [0.160, 3.575, 6.264], [1.554, -11.542, -0.664], [2.477, -3.132, -6.495], [-1.201, -0.305, 0.151], [6.572, -5.736, -12.298], [8.212, -4.998, -13.728], [-4.945, 2.497, -0.745], [-3.686, 5.272, 1.785], [0.962, 5.315, 1.085], [-0.519, 3.740, 7.507], [-3.138, 2.496, 12.802], [7.387, -6.543, 2.888], [9.539, -2.184, -10.576], [-1.854, 2.868, -1.895], [-0.922, -10.132, -3.288], [-3.172, -0.430, -1.888], [-1.281, 2.875, -1.008], [-4.689, -0.004, -3.964], [-3.151, 5.744, 17.616], [0.608, -1.274, -1.679], [1.307, 2.839, 8.570], [-3.092, 4.598, 2.567], [0.058, 3.303, -2.964], [3.358, -2.075, -4.192], [0.910, 4.196, -1.146], [-7.227, 6.226, 6.645], [-1.645, 4.949, 17.118], [8.016, -1.444, -8.500], [-5.671, 2.215, 3.940], [-5.982, 2.590, 7.784], [-8.229, 8.426, 5.480], [1.266, 6.110, -1.473], [-10.346, 8.655, 2.391], [5.488, -6.067, 0.291], [8.456, -2.999, -10.132], [6.583, -2.881, -6.744], [-5.213, 3.412, 8.660], [4.376, -6.741, -0.097], [6.598, -5.127, -10.343], [-6.670, 2.080, 5.761], [-1.480, -11.782, -3.622], [-6.624, 6.296, 5.734], [-7.327, 1.583, 3.886], [-0.540, 6.036, -3.050], [-1.950, 1.436, -2.373], [-1.662, 1.407, -3.512], [-2.851, 3.603, 15.186], [5.977, -2.962, -7.652], [5.299, -0.874, -2.780], [7.074, -6.405, -15.704], [-3.733, 0.967, -5.822], [10.012, -2.682, -11.426], [-5.800, 4.024, 0.204], [-4.037, 2.070, -6.560], [3.464, -5.217, -1.184], [-0.599, -11.171, -3.407], [-1.046, 3.742, -2.854], [0.029, 5.601, 0.423], [-0.571, 3.537, 9.694], [6.907, -1.557, -3.087], [-9.804, 8.741, 3.336], [5.940, -6.628, 1.441], [-9.214, 9.663, 3.312], [1.102, -10.981, -1.814], [-0.659, 0.507, -0.084], [10.287, -2.071, -9.784], [-1.555, 3.853, -3.920], [-2.295, 1.354, 13.912], [0.385, -0.345, -2.391], [-3.693, 2.611, 14.805], [-1.794, 5.681, -1.687], [6.925, -4.967, 2.219], [-0.067, -0.793, -3.380], [-1.189, 4.832, 0.722], [4.198, -1.974, -6.328], [-3.502, -0.102, -4.946], [9.176, -1.206, -10.908], [-1.784, 3.880, 14.660], [2.221, -1.348, -6.511], [-4.432, 0.333, -0.009], [0.049, 3.141, 10.916], [-8.953, 7.603, 3.461], [-0.822, 5.259, -2.188], [2.906, -6.868, -1.517], [1.405, 0.219, -2.536], [1.608, -10.035, -2.397], [-3.991, 1.089, 13.467], [-0.156, 6.753, 0.504], [5.993, -5.121, -0.293], [-5.187, 3.270, 0.514], [-5.907, 7.121, 5.806], [0.100, -11.267, -4.244], [-6.677, 2.326, 4.357], [8.204, -5.341, -11.067], [-5.238, 3.858, 6.018], [-3.400, 4.235, 16.254], [2.539, -9.881, 0.115], [5.589, -1.759, -4.641], [0.369, 2.517, 6.076], [4.287, -1.949, -4.974], [0.968, 3.712, 11.084], [-3.891, 1.248, -0.519], [3.561, -11.017, -0.841], [-4.147, 3.344, 8.416], [0.254, 2.066, 10.914], [7.204, -5.647, -13.496], [4.486, -6.353, -2.139], [-0.760, 0.562, -1.580], [-3.336, 3.449, 2.377], [-5.356, 3.045, 9.680], [2.729, -10.930, -0.135], [0.491, 5.292, -1.154], [-3.322, 4.883, 3.678], [-10.535, 8.768, 4.151], [0.187, 3.323, 8.588], [7.071, -5.395, -16.125], [-0.010, -11.655, -2.202], [-6.021, 2.145, -1.116], [-5.598, 0.372, -4.641], [1.083, 4.163, 6.247], [-4.483, 1.039, -2.948], [-5.118, -1.353, -3.415], [-4.186, -2.333, -3.676], [6.519, -6.404, -14.389], [-8.215, 7.581, 4.600], [3.001, -11.458, 0.783], [7.186, -4.983, -11.253], [-5.897, 2.936, 6.475], [6.447, -7.042, -16.334], [-0.596, 4.813, 3.161], [-3.009, 1.624, 0.151], [-7.079, 3.321, 4.141], [7.947, -6.102, 1.264], [7.188, -3.916, -11.496], [-3.082, -3.494, -4.290], [-3.389, 0.712, -2.021], [-7.458, 6.454, 4.588], [-1.481, 4.778, 2.162], [-2.489, 6.091, 16.007], [7.115, -6.016, 1.970], [-0.645, 3.358, 11.732], [-6.064, 5.364, 5.619], [5.554, -2.658, -2.763]],
  "forces_ev_per_a": [[-0.12, 0.24, 0.02], [-1.11, -1.78, 1.16], [0.14, -0.30, -0.39], [0.00, 0.01, 0.36], [0.28, 0.42, 0.22], [0.17, -0.16, -0.10], [0.16, -0.01, 0.66], [0.66, -0.39, -0.15], [0.01, 0.50, 0.48], [0.30, 0.04, 0.21], [1.16, 0.50, -0.51], [0.34, -0.02, -0.36], [-0.51, -0.06, -0.17], [-0.31, 0.17, -0.50], [0.17, -0.01, -0.68], [-0.55, 0.31, -0.97], [0.01, 0.25, 0.08], [0.99, 1.38, -0.04], [0.36, -0.28, -1.38], [-1.36, -0.89, 0.24], [-0.01, 0.32, -0.32], [1.10, -1.70, 1.85], [-2.24, 0.46, -0.99], [0.41, -0.33, 1.22], [0.14, -0.08, 0.19], [-0.30, -0.07, -0.24], [0.49, 0.30, -0.23], [1.46, 0.28, -0.53], [0.21, -0.14, -0.07], [-0.76, 1.91, -0.72], [-1.09, 0.10, -1.02], [-1.95, 1.77, -0.88], [-0.11, -0.30, -0.23], [-0.23, 1.92, -1.52], [-1.61, 0.68, 0.09], [0.88, -0.19, -1.71], [-2.20, 0.85, -0.22], [1.34, 0.16, -1.19], [-0.31, 2.24, -0.13], [0.05, 0.22, -0.11], [-0.12, 0.09, -0.22], [-0.34, -1.56, -0.89], [-0.17, 0.18, 0.09], [-0.08, 0.19, -1.24], [-0.04, -1.18, -1.32], [-1.39, -1.83, 0.65], [0.26, -0.24, 0.14], [0.12, 0.30, -0.22], [-0.24, 0.68, 1.22], [-0.13, 0.19, -0.24], [0.37, 0.31, 0.38], [0.95, 0.41, 0.52], [0.01, -0.12, -0.43], [0.66, 0.72, 0.89], [0.25, -0.03, 0.30], [0.48, -0.09, 0.35], [0.09, 0.05, 0.37], [-0.76, -1.88, 1.63], [0.64, -0.86, -0.03], [-0.98, -0.08, 2.07], [0.35, 0.12, -0.14], [-0.08, 0.19, -0.04], [-0.03, -0.25, -0.08], [0.17, -0.02, -0.45], [-1.28, 2.97, -0.45], [-0.33, -0.14, 0.18], [1.48, -1.79, 0.89], [2.82, -9.46, 5.96], [0.22, -0.13, -0.07], [-0.23, 0.15, -0.44], [0.79, 1.11, 0.31], [2.06, 0.58, -1.51], [0.38, -0.11, -0.89], [-0.21, -0.04, -0.34], [-0.30, 0.38, -0.06], [-0.50, 0.31, -0.91], [-0.12, -0.16, 0.18], [0.20, 0.28, -0.12], [-1.56, -1.01, -2.65], [-0.24, 0.12, -0.09], [0.93, -0.46, 2.38], [-0.09, 0.23, -0.10], [-0.46, -0.91, 0.77], [0.54, 0.82, 0.43], [1.85, -1.10, -0.85], [0.08, -0.15, -0.20], [1.19, 1.11, 1.67], [0.54, 0.88, 3.78], [-0.61, 0.40, 1.83], [-1.87, 6.46, -4.58], [0.08, -0.13, 0.23], [-1.50, -0.40, 0.71], [0.10, -0.25, 0.07], [1.01, 1.96, -0.83], [0.17, -0.12, 0.49], [0.56, -0.14, 0.72], [0.78, 0.58, -0.71], [0.26, -0.06, 0.28], [-1.99, -1.10, 0.03], [-0.72, -1.30, 0.81], [0.00, 0.27, 0.28], [0.04, -2.20, 0.10], [-0.70, -1.33, 0.82], [-0.96, 0.46, -1.99], [-0.27, 0.01, 0.09], [-0.07, 0.17, 0.19], [-0.01, 0.10, -0.65], [-0.15, 0.20, -0.19], [-0.41, -1.90, 0.74], [0.29, -0.65, -0.88], [0.10, -0.15, -0.20], [-1.10, -0.16, -0.60], [0.12, 0.20, 0.14], [-0.34, 0.05, 0.66], [-0.09, -0.23, -0.11], [-1.00, 0.16, -0.40], [-0.20, 0.17, 0.06], [-0.20, 0.15, -0.06], [0.13, 0.22, -0.08], [0.22, 0.24, 0.29], [-0.07, 0.16, 0.19], [0.82, -0.72, 0.50], [0.34, 2.63, 0.32], [-0.17, -0.13, -0.33], [0.46, 0.23, 0.24], [-1.74, -0.66, 0.94], [0.85, -0.49, -2.26], [0.25, 0.09, -0.06], [0.41, -0.13, -0.25], [0.16, -0.16, 0.14], [0.88, 0.42, 0.45], [2.58, 0.52, 0.50], [1.63, -0.83, 2.12], [-0.10, -0.24, 0.07], [0.96, -3.24, -1.02], [6.54, -4.43, -1.77], [-1.81, 2.28, -1.06], [0.39, 0.49, 0.69], [0.15, 0.19, 0.43], [-0.30, -0.06, -0.24], [-0.03, 0.19, 0.19], [0.04, -0.23, 0.01], [-0.05, 0.08, 0.37], [-4.60, 0.05, -6.65], [-1.62, -0.82, -1.43], [0.21, -0.12, 0.03], [-0.20, 0.16, 0.06], [0.00, -0.61, -0.15], [-3.76, 3.68, 2.38], [1.15, 1.08, 1.94], [-0.91, 1.04, -0.28], [2.24, -0.23, 4.41], [0.12, -0.23, 0.09], [0.44, 0.21, 0.23], [-0.03, 0.08, -0.33], [-0.52, 0.75, -0.30], [-0.08, 0.24, -0.05]],
  "e_homo_ha": -0.3230,
  "smiles": "CB(O)[C@H](NCCCCOC(C)=O)[C@@H](CCO)O[C@@H](N=C=O)N=C=S.COC(=O)OC.COC(=O)OC.COC(=O)OC.COC(=O)OC.COC(=O)OC.COC(=O)OC.COC(=O)OC.COC(=O)OC.COC(=O)OC",
  "gap_ev": 7.45,
  "e_tot_ev": -127319.773
}

---

[2]
{
  "formula": "C7H16N2O",
  "method": "the ωB97M-V functional and the def2-TZVPD basis",
  "species": ["C", "C", "H", "H", "H", "C", "H", "H", "C", "C", "H", "H", "N", "H", "H", "N", "H", "H", "H", "H", "C", "H", "H", "O", "H", "C"],
  "positions_angstrom": [[-2.268, -0.261, -1.187], [0.754, 0.403, 1.851], [-0.775, 1.917, 0.021], [0.175, -2.726, -0.667], [2.796, 1.292, -0.330], [0.863, 0.520, 0.330], [-3.457, 0.122, 0.430], [2.109, -0.254, -1.084], [-0.782, -0.467, -1.518], [2.298, 0.342, -0.147], [-0.278, 0.512, 2.180], [0.909, -2.143, 0.825], [0.070, -0.652, -0.375], [-0.850, -2.249, 0.690], [1.340, 1.189, 2.318], [-2.507, 0.018, 0.115], [-0.731, -1.339, -2.183], [0.534, 2.068, -1.160], [1.135, -0.546, 2.210], [-1.762, -0.087, 0.782], [0.302, 1.868, -0.116], [-0.467, 0.397, -2.106], [2.895, -0.271, 0.525], [-3.142, -0.315, -2.025], [0.765, 2.658, 0.476], [0.072, -1.998, 0.146]],
  "forces_ev_per_a": [[0.10, -0.02, -0.02], [-0.23, -0.04, -0.35], [-0.06, 0.06, 0.02], [0.03, 0.06, 0.04], [0.15, -0.04, -0.06], [-1.08, -1.56, -0.69], [0.05, -0.05, -0.08], [1.07, 0.90, 0.61], [0.06, 0.26, 0.34], [-0.38, -0.76, -1.06], [-0.08, 0.04, 0.12], [0.07, -0.09, 0.03], [0.29, 1.15, 0.85], [-0.01, -0.11, 0.07], [0.08, 0.13, 0.04], [-0.19, 0.03, 0.33], [0.02, 0.14, 0.08], [0.00, 0.03, -0.10], [0.04, -0.16, 0.07], [-0.04, 0.00, -0.05], [0.08, -0.21, -0.04], [-0.08, -0.03, -0.07], [0.05, 0.01, 0.05], [-0.10, 0.00, -0.28], [0.03, -0.02, 0.01], [0.13, 0.27, 0.16]],
  "e_homo_ha": -0.2955,
  "smiles": "CN(CC(N)=O)C(C)(C)C",
  "gap_ev": 8.72,
  "e_above_lowest_kcal_mol": 27.1,
  "e_tot_ev": -12546.097
}